DFT (ωB97M-V/def2-TZVPD) results for a 2-piece molecular cluster, C11H15NO overall at a distorted geometry.

CARTESIAN COORDINATES (ANGSTROEM)
C  1.8721  0.1505  -1.4417
C  1.1328  -0.8079  -0.5773
C  0.0170  -1.4875  -0.9527
N  -0.6648  -2.0757  0.1889
C  0.0200  -1.6219  1.3340
C  -0.1997  -1.8454  2.7058
C  0.6723  -1.0605  3.4710
C  1.8065  -0.4462  3.0451
C  2.1504  -0.2225  1.7369
C  1.1197  -0.8729  0.9108
H  1.3816  0.0891  -2.4351
H  2.9998  -0.1035  -1.5271
H  1.8570  1.1301  -1.1226
H  -0.1376  -1.8251  -1.9407
H  -1.6898  -2.2587  0.1648
H  -1.1306  -2.3059  3.1521
H  0.2695  -0.9778  4.5293
H  2.4754  0.0660  3.6849
H  2.9145  0.2161  1.0742
C  -2.0511  1.2914  -2.5137
C  -1.6439  1.6695  -1.1044
O  -1.2184  3.0774  -1.1427
H  -1.3192  1.5151  -3.4409
H  -2.8550  2.0295  -2.7797
H  -2.6227  0.3636  -2.6464
H  -2.3599  1.4821  -0.3360
H  -0.8463  1.1541  -0.4901
H  -1.9496  3.6770  -1.5468

Spin multiplicity: 1
Total charge: 0
DFT total energy: -15185.2456 eV
E_LUMO: 0.80 eV
ΔE to the lowest compared entry with this formula, charge and spin: 2.6763 eV